Record 1
C24H60CrLiN4O8PS | wB97M-V/def2-TZVPD

Output
- ⟨S²⟩ = 3.7841
- strongest force on any atom (eV Å⁻¹) = 5.4
- total energy (Ha) = -3563.15827
- 2S+1 = 4
- total charge = -1

Atoms and positions in Å:
Cr -0.052 -1.937 2.238
Li 1.507 2.055 -0.707
P -0.130 -4.301 2.393
O -0.117 -5.791 2.509
O -1.332 -3.374 2.121
O 0.654 -3.496 1.306
O 0.410 -3.329 3.499
S 0.726 0.090 0.627
O 1.396 -0.776 1.599
O -0.499 -0.706 0.757
O 0.583 1.471 1.051
O 1.347 0.142 -0.649
C 4.015 0.860 -2.638
C 4.340 1.615 -1.350
N 3.459 2.737 -0.842
C 3.947 3.404 0.398
C 3.634 2.652 1.645
C 3.202 3.744 -1.908
C 4.422 4.664 -2.236
H 3.962 1.495 -3.522
H 3.030 0.397 -2.574
H 4.717 0.036 -2.760
H 4.407 0.833 -0.594
H 5.321 2.025 -1.588
H 5.003 3.668 0.457
H 3.489 4.381 0.551
H 3.826 1.580 1.668
H 4.158 3.099 2.490
H 2.553 2.605 1.780
H 2.264 4.273 -1.740
H 2.875 3.250 -2.823
H 4.272 5.523 -2.891
H 5.164 4.075 -2.775
H 4.864 5.224 -1.411
C -3.110 -1.349 5.382
C -2.139 -1.757 4.222
N -1.002 -0.820 3.867
C -0.103 -0.659 5.023
C 1.237 -0.066 4.658
C -1.511 0.520 3.520
C -2.716 0.533 2.532
H -3.500 -0.359 5.148
H -2.628 -1.351 6.360
H -3.962 -2.028 5.418
H -1.608 -2.685 4.434
H -2.763 -1.952 3.350
H -0.536 -0.131 5.873
H 0.020 -1.672 5.406
H 1.721 0.315 5.557
H 1.873 -0.726 4.067
H 1.184 0.738 3.924
H -0.748 1.132 3.040
H -1.798 1.074 4.414
H -3.017 1.576 2.438
H -3.673 0.042 2.707
H -2.412 0.316 1.508
C 0.306 5.805 -0.450
C -0.716 4.664 -0.599
N -0.340 3.488 -1.419
C -0.106 3.868 -2.822
C 0.307 2.660 -3.618
C -1.458 2.489 -1.253
C -2.777 2.786 -2.014
H 1.249 5.338 -0.164
H 0.074 6.484 0.370
H 0.418 6.352 -1.386
H -0.925 4.227 0.378
H -1.615 5.201 -0.901
H -0.922 4.328 -3.379
H 0.593 4.705 -2.802
H 0.625 3.043 -4.587
H 1.154 2.167 -3.141
H -0.562 2.034 -3.824
H -1.541 2.212 -0.202
H -1.022 1.602 -1.713
H -2.632 2.633 -3.084
H -3.103 3.811 -1.838
H -3.507 2.017 -1.765
C -2.287 -7.579 -1.198
C -2.439 -6.070 -1.016
N -1.596 -5.412 -2.041
C -1.251 -4.048 -1.476
C -0.103 -3.338 -2.179
C -2.182 -5.327 -3.356
C -3.635 -4.875 -3.435
H -2.813 -8.154 -0.437
H -1.228 -7.785 -1.041
H -2.566 -7.870 -2.211
H -3.479 -5.743 -1.008
H -2.067 -5.798 -0.029
H -2.068 -3.332 -1.572
H -0.951 -4.123 -0.430
H 0.260 -2.443 -1.673
H 0.754 -4.012 -2.186
H -0.307 -3.086 -3.220
H -2.092 -6.348 -3.728
H -1.459 -4.814 -3.990
H -4.228 -5.788 -3.382
H -3.886 -4.574 -4.452
H -4.100 -4.274 -2.655

---

Record 2
C24H62N14O8 | wB97M-V/def2-TZVPD

Output
- strongest force on any atom (eV Å⁻¹) = 5.0
- total energy (Ha) = -2320.29546
- SMILES = CC1(C)CCCC(C)(C)N1O.CC1(C)CCCC(C)(C)N1O.NC(N)=O.NC(N)=O.NC(N)=O.NC(N)=O.NC(N)=O.NC(N)=O
- total charge = 0

Atoms and positions in Å:
C -14.556 -18.729 -12.941
C -13.173 -18.379 -12.309
C -13.419 -18.341 -10.744
C -12.033 -18.466 -9.963
C -11.290 -19.661 -10.486
C -11.025 -19.606 -12.017
N -12.315 -19.547 -12.664
O -12.109 -19.471 -14.071
C -10.014 -18.457 -12.373
C -10.294 -20.897 -12.552
C -12.695 -17.063 -12.815
H -15.237 -17.896 -12.870
H -15.079 -19.556 -12.429
H -14.529 -18.952 -14.035
H -13.839 -17.351 -10.572
H -14.003 -19.168 -10.318
H -12.188 -18.614 -8.869
H -11.427 -17.523 -10.094
H -11.746 -20.532 -10.217
H -10.245 -19.583 -10.068
H -8.992 -18.639 -11.879
H -9.765 -18.364 -13.467
H -10.348 -17.496 -12.008
H -9.872 -20.864 -13.471
H -9.507 -21.087 -11.827
H -10.824 -21.771 -12.298
H -11.977 -16.516 -12.252
H -13.577 -16.410 -12.864
H -12.302 -17.025 -13.835
H -12.778 -20.060 -14.434
C -5.966 -16.446 -2.916
C -7.427 -16.943 -3.060
C -7.492 -18.121 -4.064
C -7.047 -19.518 -3.456
C -7.869 -19.792 -2.241
C -7.655 -18.761 -1.118
N -8.084 -17.439 -1.747
O -8.091 -16.386 -0.792
C -8.537 -18.977 0.086
C -6.232 -18.662 -0.588
C -8.322 -15.708 -3.496
H -5.469 -16.466 -3.930
H -5.309 -17.114 -2.309
H -5.823 -15.452 -2.503
H -8.523 -18.329 -4.384
H -7.055 -17.830 -5.027
H -5.975 -19.553 -3.248
H -7.130 -20.330 -4.211
H -7.574 -20.721 -1.765
H -8.890 -19.892 -2.571
H -8.246 -18.223 0.823
H -9.606 -18.855 -0.127
H -8.384 -19.939 0.525
H -6.135 -19.487 0.087
H -5.357 -18.778 -1.240
H -5.987 -17.808 0.002
H -7.907 -15.580 -4.557
H -8.141 -14.851 -2.873
H -9.321 -16.084 -3.510
H -7.197 -16.128 -0.612
C -14.415 -22.753 -10.536
O -13.412 -22.782 -9.849
N -14.545 -21.985 -11.672
N -15.416 -23.619 -10.271
H -13.938 -21.186 -11.662
H -15.440 -21.784 -12.105
H -16.335 -23.597 -10.583
H -15.241 -24.229 -9.493
C -11.550 -17.264 -2.289
O -12.523 -17.122 -3.049
N -10.780 -18.413 -2.377
N -11.142 -16.241 -1.371
H -10.711 -18.911 -3.284
H -9.837 -18.526 -2.003
H -11.579 -15.364 -1.609
H -10.097 -16.379 -1.306
C -7.340 -20.567 -9.101
O -7.406 -21.628 -9.667
N -7.283 -20.404 -7.689
N -7.230 -19.376 -9.849
H -7.760 -19.567 -7.353
H -7.535 -21.275 -7.180
H -7.764 -19.463 -10.717
H -7.256 -18.442 -9.407
C -11.186 -21.894 -3.614
O -11.856 -21.182 -4.327
N -10.236 -22.792 -4.095
N -11.384 -22.005 -2.233
H -9.469 -22.964 -3.484
H -10.045 -22.725 -5.096
H -10.884 -22.724 -1.744
H -12.094 -21.449 -1.770
C -10.195 -17.962 -6.244
O -9.303 -17.891 -7.126
N -10.693 -19.183 -5.779
N -10.696 -16.832 -5.592
H -10.373 -19.997 -6.295
H -11.468 -19.331 -5.088
H -10.500 -15.920 -6.021
H -11.567 -16.821 -5.133
C -10.517 -22.089 -7.937
O -9.780 -21.848 -6.961
N -11.849 -21.745 -7.844
N -10.097 -22.648 -9.103
H -12.119 -21.602 -6.903
H -12.471 -22.168 -8.442
H -9.157 -22.920 -9.210
H -10.683 -23.174 -9.731

---

Relative energy (zero: lowest compared OMol25 entry of this formula, charge and spin)? In order: 65.4; 7.3 kcal per mole.